Entry 1:
Formula: C33H28BrN5O4SW
Source: the Open Molecules 2025 dataset
Level of theory: ωB97M-V with the def2-TZVPD basis set

XYZ file:
```
73
Properties=species:S:1:pos:R:3:forces:R:3
W 0.151793 0.008728 0.252431 -0.4 -0.3 -0.7
Br 3.524760 -0.191317 0.177790 0.1 -0.1 0.0
C 2.871143 0.947990 1.515749 0.1 0.2 0.3
C 3.723118 1.607723 2.380527 0.0 0.0 -0.1
C 3.157671 2.349881 3.408128 0.0 0.0 0.1
C 1.777565 2.393189 3.551234 0.0 0.0 0.0
C 1.011956 1.721450 2.628704 0.0 0.1 0.1
N 1.547694 1.025505 1.618791 0.1 -0.1 0.0
C -0.491981 1.683281 2.637015 0.0 0.0 -0.1
O -1.134892 2.101948 3.555959 0.0 0.0 0.0
O -0.960626 1.171673 1.513856 0.1 0.1 0.1
H 4.792661 1.529180 2.252469 0.0 0.0 0.0
H 3.797030 2.881232 4.100899 0.0 0.0 0.0
H 1.283012 2.931685 4.347471 0.0 0.0 0.0
C -3.491579 0.465770 -2.250260 0.0 0.0 0.0
C -4.358690 -0.414863 -1.618666 0.0 0.0 0.0
C -3.950986 -1.090616 -0.476641 0.0 0.0 -0.1
C -2.664980 -0.893257 0.017568 -0.1 -0.1 0.1
C -1.773353 -0.031743 -0.637391 0.1 0.1 0.2
C -2.203613 0.662356 -1.759304 -0.1 -0.1 0.0
C -2.183845 -1.554327 1.250930 -0.2 0.0 0.0
C -3.048489 -2.196382 2.164260 0.0 0.0 -0.1
C -2.539725 -2.722398 3.311064 0.0 0.0 0.0
C -1.146765 -2.685253 3.556731 -0.1 -0.1 0.2
C -0.567019 -3.245065 4.718945 0.0 0.0 0.0
C 0.785811 -3.220004 4.897068 0.1 0.0 -0.1
C 1.611816 -2.648902 3.904714 0.0 0.0 0.1
C 1.074921 -2.087225 2.778589 0.0 0.0 0.0
C -0.323602 -2.074295 2.595755 0.0 0.1 -0.1
N -0.875324 -1.482478 1.480067 0.2 -0.1 0.2
H -3.822776 1.010107 -3.125309 0.0 0.0 0.0
H -5.359187 -0.562613 -2.001968 0.0 0.0 0.0
H -4.644182 -1.760522 0.014873 0.0 0.0 0.0
H -1.548277 1.362712 -2.261098 0.0 0.0 0.0
H -4.109736 -2.214916 1.972078 0.0 0.0 0.0
H -3.196355 -3.174369 4.044793 0.0 0.0 0.0
H -1.215547 -3.694812 5.460205 0.0 0.0 0.0
H 1.227740 -3.646534 5.786637 0.0 0.0 0.0
H 2.686206 -2.665553 4.033660 0.0 0.0 0.0
H 1.731253 -1.687093 2.013343 0.0 0.0 0.0
N 1.927267 -0.045604 -2.804276 0.0 0.0 0.0
C 1.612578 1.183726 -2.365594 0.1 -0.1 0.0
N 0.913663 1.454585 -1.273545 -0.2 0.1 0.2
C 0.741221 2.870674 -1.157409 0.0 -0.2 0.0
C -0.033016 3.551063 -0.224969 0.0 0.0 0.0
C -0.074026 4.935066 -0.267468 0.0 0.0 0.0
C 0.628133 5.654091 -1.232179 0.0 0.0 0.0
C 1.360525 4.987860 -2.196667 0.0 0.0 0.0
C 1.395697 3.602434 -2.143750 0.0 0.1 0.0
S 2.172507 2.537167 -3.274441 0.1 0.0 -0.1
H 1.805041 -0.828176 -2.182552 0.0 0.0 -0.1
H 2.599535 -0.134886 -3.547377 0.0 0.0 0.0
H -0.646574 3.020080 0.479970 0.0 -0.1 0.1
H -0.683801 5.462593 0.453590 0.0 0.0 0.0
H 0.579676 6.733888 -1.246384 0.0 0.0 0.0
H 1.880739 5.529006 -2.975366 0.0 0.0 0.0
O 1.817205 -3.433599 -1.175220 0.0 0.0 0.0
C 0.758121 -2.857322 -1.065332 -0.1 0.2 0.0
O 0.623230 -1.578365 -0.875676 0.3 0.1 0.0
C -0.556615 -3.583856 -1.279233 -0.1 -0.2 -0.1
N -0.232192 -5.044780 -1.459591 0.0 0.1 0.0
C -1.191716 -5.609698 -2.476952 0.1 0.0 0.1
C -1.468012 -4.441576 -3.414840 0.0 0.0 0.0
C -1.276528 -3.159556 -2.578826 0.0 0.0 0.0
H -1.194068 -3.481059 -0.402637 0.0 0.0 0.0
H -0.268262 -5.549872 -0.574864 0.0 0.0 0.0
H 0.751676 -5.079290 -1.764824 0.0 0.0 0.0
H -2.078657 -5.928199 -1.933327 0.0 0.0 0.0
H -0.730160 -6.476771 -2.941430 0.0 0.0 0.0
H -2.478702 -4.518471 -3.808276 0.0 0.0 -0.1
H -0.786622 -4.460468 -4.263431 0.0 0.0 0.0
H -2.218477 -2.671611 -2.335962 0.0 0.0 0.0
H -0.673578 -2.428879 -3.115666 0.0 0.0 0.0
```
Forces are in eV/Å.

Computed properties:
* lowest unoccupied orbital energy (spin up / spin down): -6.131 / -5.980 eV
* ⟨S²⟩: 2.014
* HOMO energy (spin up / spin down): -13.175 / -13.406 eV
* Kohn-Sham gap (spin up / spin down): 7.04 / 7.43 eV
* energy relative to the best compared isomer or geometry (same formula, charge and spin): 0.0 kJ/mol
* spin multiplicity: 3
* net charge: +2

Here are the Mulliken charges for atoms 1 to 6, given in e: atom 1 (W): 0.85, atom 2 (Br): 0.03, atom 3 (C): 0.42, atom 4 (C): -0.79, atom 5 (C): -0.49, atom 6 (C): -0.85


Entry 2:
Formula: C33H28Cl5F5IN2OPSTaTe
Source: the Open Molecules 2025 dataset
Level of theory: ωB97M-V with the def2-TZVPD basis set

XYZ file:
```
79
Properties=species:S:1:pos:R:3:forces:R:3
Ta 2.504465 -1.955597 1.809303 -0.3 -0.4 0.5
Cl 4.846265 -1.852151 3.046287 0.1 0.0 0.0
C 3.670214 -1.844857 4.369613 -0.1 0.1 0.1
C 2.367981 -1.758528 3.929071 0.1 -0.1 0.0
C 1.367328 -1.802864 4.886474 0.0 0.1 -0.1
Cl -0.279306 -1.746269 4.356995 0.0 0.0 0.0
C 1.680256 -1.892601 6.240954 0.0 0.0 0.0
Cl 0.437862 -1.917480 7.408437 0.0 0.0 0.0
C 3.026528 -1.967461 6.641673 0.0 0.0 0.0
Cl 3.418049 -2.079738 8.291256 0.0 0.0 0.0
C 4.055740 -1.953550 5.691812 0.0 0.0 0.0
Cl 5.698304 -2.057897 6.123108 0.0 0.0 0.0
I 0.804468 1.413526 2.470301 0.0 0.2 0.1
C -0.839464 2.724258 2.631067 0.0 -0.1 -0.1
C -1.188973 3.295224 3.816726 0.0 0.0 0.0
C -2.282014 4.190050 3.837206 0.0 0.0 0.0
C -2.952348 4.485117 2.685343 0.0 0.0 0.0
C -2.575896 3.902629 1.447962 0.0 0.0 0.0
C -3.223732 4.238889 0.235913 0.0 0.0 0.0
C -2.808583 3.719165 -0.961340 0.0 0.0 0.0
C -1.742101 2.807700 -1.000909 0.0 0.0 0.0
C -1.113039 2.416261 0.163988 0.0 0.0 0.0
P 0.167683 1.170926 0.119520 0.0 0.1 0.1
C -0.617129 -0.524832 -0.094587 0.1 0.2 0.0
C -1.712453 -0.476535 0.955276 -0.1 -0.1 0.1
C -3.016530 -0.472115 0.692775 0.0 0.1 -0.1
C -3.536755 -0.534727 -0.670582 0.0 -0.1 0.0
C -2.707909 -0.627357 -1.701025 0.0 0.1 0.0
C -1.197096 -0.517625 -1.576356 0.0 -0.1 0.0
C 1.472391 1.637132 -0.962007 0.0 -0.1 0.0
C 1.693465 3.001924 -1.203141 0.0 0.0 0.0
C 2.734587 3.374508 -2.032873 0.0 0.0 0.0
C 3.546033 2.402064 -2.610658 0.0 0.0 0.0
C 3.322716 1.049272 -2.369011 0.0 0.0 0.0
C 2.288306 0.661369 -1.540410 0.0 0.0 0.1
C -1.501211 2.982194 1.412224 0.0 0.0 0.0
H -0.652088 3.083631 4.732680 0.0 0.0 0.0
H -2.570115 4.644075 4.775011 0.0 0.0 0.0
H -3.779092 5.183665 2.699655 0.0 0.0 0.0
H -4.046417 4.942602 0.265587 0.0 0.0 0.0
H -3.291419 4.013439 -1.882756 0.0 0.0 0.0
H -1.411715 2.442103 -1.966622 0.0 0.0 0.0
H -1.365291 -0.513891 1.981204 0.0 -0.1 0.0
H -3.716882 -0.464098 1.517902 0.0 0.0 0.0
H -4.606748 -0.570062 -0.824722 0.0 0.0 0.0
H -3.079067 -0.744353 -2.712990 0.0 0.1 0.0
H -0.979446 0.464851 -1.998842 0.1 -0.1 -0.1
H 1.064014 3.756794 -0.749755 0.0 0.0 0.0
H 2.919461 4.422201 -2.226634 0.0 0.0 0.0
H 4.362483 2.703419 -3.254026 0.0 0.0 0.0
H 3.963226 0.304028 -2.821773 0.0 0.0 0.0
H 2.104146 -0.382166 -1.340384 0.0 0.0 0.0
C -0.938138 0.661686 -4.924623 0.0 0.0 0.0
C 0.277346 0.321472 -4.077717 0.0 0.0 0.0
N 0.212220 -1.048405 -3.525212 0.0 0.0 0.0
C -0.572965 -1.498846 -2.556102 -0.2 -0.1 0.0
S 0.323101 -2.038682 0.425652 0.2 0.0 0.0
N -0.889206 -2.775124 -2.532670 0.1 0.0 0.0
C -1.738885 -3.538383 -1.597644 0.0 0.0 0.0
C -2.850208 -4.240919 -2.355782 0.0 0.0 0.0
H -0.818957 1.653650 -5.359355 0.0 0.0 0.0
H -1.855660 0.659948 -4.330936 0.0 0.0 0.0
H -1.061479 -0.046131 -5.743991 0.0 0.0 0.0
H 0.422912 1.035856 -3.270801 0.0 0.0 0.0
H 1.188297 0.352967 -4.672960 0.0 0.0 0.0
H 0.581121 -1.752890 -4.152139 0.0 0.0 0.0
H -0.538953 -3.333537 -3.303388 0.0 0.0 0.0
H -2.135570 -2.861322 -0.848241 0.0 0.0 0.0
H -1.104350 -4.253766 -1.073979 0.0 0.0 0.0
H -3.514207 -3.523775 -2.838185 0.0 0.0 0.0
H -3.438965 -4.841374 -1.664274 0.0 0.0 0.0
H -2.452326 -4.913703 -3.117142 0.0 0.0 0.0
F 2.168499 -3.188270 -2.554097 0.0 -0.1 0.0
Te 2.702362 -3.793670 -0.845872 0.2 -0.1 -0.2
F 3.314261 -2.013423 -0.652293 -0.1 0.0 -0.4
F 1.494454 -3.623653 1.990442 0.0 0.0 0.0
F 4.300897 -4.345599 -1.538463 0.0 0.0 0.0
F 3.719051 -3.590490 0.962769 -0.2 0.3 0.0
O 2.482234 -0.239897 1.423074 0.0 0.3 0.0
```
Forces are in eV/Å.

Computed properties:
* lowest unoccupied orbital energy: -9.310 eV
* HOMO energy: -15.766 eV
* Kohn-Sham gap: 6.46 eV
* energy relative to the best compared isomer or geometry (same formula, charge and spin): 366.0 kJ/mol
* net charge: +3

Here are the Mulliken charges for atoms 1 to 6, given in e: atom 1 (Ta): 1.58, atom 2 (Cl): -0.16, atom 3 (C): 1.05, atom 4 (C): -0.73, atom 5 (C): 0.89, atom 6 (Cl): -0.18


Entry 3:
Formula: C33H28ClF9N2O6PdS3
Source: the Open Molecules 2025 dataset
Level of theory: ωB97M-V with the def2-TZVPD basis set

XYZ file:
```
83
Properties=species:S:1:pos:R:3:forces:R:3
C -1.737120 -5.713555 -0.682783 0.3 0.3 0.2
C -1.097014 -4.452549 -1.556585 1.3 -1.8 1.4
O -2.093936 -3.716932 -2.353120 -0.6 2.4 3.2
C -2.829682 -2.731203 -1.493173 -1.6 0.4 1.3
C -2.109438 -1.317581 -0.963309 -1.9 -0.9 0.4
C -0.572214 -1.068002 -1.490666 0.6 0.2 -0.6
C 0.585299 -1.213355 -0.339309 0.6 0.7 0.7
C 2.087559 -1.556278 -0.967831 -0.6 -1.0 1.1
S 2.400229 -0.798508 -2.651311 1.8 1.0 0.4
C 4.110322 0.043182 -2.714750 -0.5 -1.4 -1.3
S 5.057728 -0.261113 -4.092025 -1.6 1.0 3.0
N 4.456077 0.936012 -1.548237 2.0 0.8 -1.0
C 5.765254 0.586511 -0.887086 2.9 -0.2 2.0
C 7.263736 0.665683 -1.543087 1.4 -1.5 2.4
C 8.630357 0.225693 -0.728908 -3.3 0.0 1.0
C 8.575323 -0.329410 0.842882 -4.6 1.2 -1.7
C 7.066272 -0.400250 1.536105 1.2 1.1 -3.2
C 5.691494 0.045820 0.693919 3.6 1.3 0.2
C 4.304324 2.406350 -1.850797 -1.1 3.3 0.2
C 5.411444 3.396311 -2.540952 -2.8 2.5 0.5
C 5.029307 4.968223 -2.829913 -2.1 -2.0 1.2
C 3.546009 5.621965 -2.455344 0.3 -4.3 1.0
C 2.419927 4.648380 -1.767588 3.8 -2.2 -0.9
C 2.820997 3.081622 -1.478806 0.9 2.7 -1.1
C -2.915433 -0.243060 0.033379 -2.2 -4.6 -1.5
S -2.095781 1.351013 0.695823 -2.5 6.4 -5.1
O -3.138346 2.532230 0.788315 3.6 -5.4 0.8
O -0.970191 1.875632 -0.250236 -2.5 -3.2 3.6
C -1.527095 0.962742 2.438083 -1.4 -2.8 2.7
F -2.745751 0.698996 3.291536 4.0 0.7 -3.0
F -0.806156 -0.343380 2.373383 -1.7 4.0 0.5
C -0.692929 2.162208 3.182759 -1.3 3.2 0.3
F -1.518285 2.622502 4.361817 3.4 -1.7 -3.9
F -0.591258 3.385856 2.301909 -0.3 -4.3 2.7
C 0.848606 1.768620 3.578623 1.6 2.5 -0.1
F 1.497801 3.029755 4.095791 -2.1 -4.2 -2.0
F 1.592494 1.361041 2.328183 -2.5 1.3 4.1
C 1.000405 0.660203 4.776238 1.9 -3.3 1.4
F 1.950286 1.147119 5.843012 -4.0 -1.8 -3.8
F -0.274862 0.136368 5.316683 4.8 2.4 -1.9
F 1.704126 -0.528158 4.163304 -2.4 3.8 2.1
C -4.489066 -0.625310 0.431967 1.3 -1.8 -0.9
C -5.475005 0.305777 1.352904 -0.6 -0.3 -0.5
C -6.567557 1.001056 0.299628 -1.1 0.1 0.1
C -7.973769 1.448391 1.020501 -0.7 0.1 0.0
O -5.968763 2.194157 -0.335571 -1.8 -0.7 -0.1
C -5.135459 -2.046456 -0.134663 2.3 -0.7 -1.6
C -4.367416 -3.132674 -1.092562 2.2 4.1 1.7
C -5.308380 -4.428352 -1.443261 1.8 -2.0 -1.9
O -5.046573 -5.475511 -2.229347 -2.1 7.2 5.6
N -6.572868 -4.081827 -0.634590 1.7 0.6 -1.6
Cl -7.838233 -4.416783 -1.767171 -0.6 0.1 0.8
C -6.626690 -2.701729 0.053858 -3.5 1.7 2.2
O -7.725861 -2.266386 0.686894 7.5 -2.8 -4.4
H -1.460464 -6.760581 -1.158456 -0.9 2.3 0.8
H -1.231669 -5.699046 0.382650 -1.1 0.0 -2.1
H -2.902455 -5.565572 -0.564972 2.5 -0.5 -0.3
H -0.526815 -3.765611 -0.770677 -1.4 -1.1 -1.9
H -0.267277 -4.954037 -2.251098 -2.0 1.6 1.0
H -0.421902 0.004903 -1.988717 -0.8 -2.3 1.3
H -0.279385 -1.840504 -2.352811 -1.2 1.4 1.9
H 0.323192 -2.075577 0.408661 0.6 1.6 -1.5
H 0.707995 -0.222931 0.311067 -0.5 -2.1 -1.6
H 2.964246 -1.208302 -0.265501 -1.9 -0.9 -1.2
H 2.083564 -2.739161 -1.128684 0.5 2.6 0.2
H 7.372061 1.016865 -2.671258 -0.3 -0.9 2.7
H 9.719299 0.271455 -1.211854 -2.8 0.0 0.9
H 9.540237 -0.680915 1.435312 -2.2 0.9 -1.4
H 7.031193 -0.807462 2.647478 -0.3 1.0 -2.6
H 4.676383 -0.032497 1.270615 2.0 0.1 -1.4
H 6.460010 2.987720 -2.860332 -2.3 1.0 0.7
H 5.783552 5.726393 -3.360212 -1.7 -2.2 1.3
H 3.259077 6.748560 -2.677127 0.9 -2.6 0.4
H 1.332227 5.042938 -1.505071 2.6 -1.0 -0.6
H 2.000139 2.384089 -0.993123 1.9 1.5 -1.1
H -4.933852 1.096540 2.024058 -0.8 -1.5 -1.7
H -6.100115 -0.382875 2.100444 1.4 1.2 -1.9
H -6.859111 0.163162 -0.498171 0.8 1.8 1.6
H -8.139540 2.628646 1.014302 0.7 -2.5 0.0
H -8.894506 1.014082 0.396897 2.1 0.7 1.6
H -8.029450 1.095542 2.142286 0.0 0.6 -2.3
H -6.716374 2.777022 -0.710780 1.6 -1.6 1.0
Pd 6.505494 2.356097 1.170554 -0.4 -1.7 -0.9
```
Forces are in eV/Å.

Computed properties:
* lowest unoccupied orbital energy: -11.026 eV
* HOMO energy: -12.629 eV
* Kohn-Sham gap: 1.60 eV
* net charge: +2

Here are the Mulliken charges for atoms 1 to 6, given in e: atom 1 (C): -0.77, atom 2 (C): 0.30, atom 3 (O): -0.44, atom 4 (C): -0.50, atom 5 (C): 0.09, atom 6 (C): -0.95